(1)
{
  "formula": "C2F6NNdO2S2",
  "method": "ωB97M-V/def2-TZVPD",
  "spin_multiplicity": 4,
  "charge": 2,
  "e_homo_ev": [-17.477, -17.495],
  "s_squared": 3.76,
  "molar_mass_g_mol": 392.39,
  "species": ["Nd", "S", "S", "F", "F", "F", "F", "F", "F", "O", "O", "N", "C", "C"],
  "positions_angstrom": [[-0.11696, -2.97663, 0.00703], [1.27684, 0.04920, 1.18716], [-0.84291, 0.40503, -0.66377], [3.67845, 0.75384, 0.39331], [2.09228, 1.55832, -0.82553], [-2.88564, -0.60997, 0.66014], [-2.70088, 1.54010, 0.81502], [2.67442, -0.51283, -1.03484], [-3.41120, 0.64261, -1.01846], [-0.82120, -1.07546, -1.10767], [1.25388, -1.48990, 0.99092], [-0.11926, 0.71990, 0.77061], [2.51800, 0.48743, -0.18218], [-2.59582, 0.50835, 0.00825]],
  "atomic_forces_ev_per_a": [[0.9, 3.6, -0.1], [-0.5, 2.2, 0.5], [0.2, 2.2, -0.3], [-0.5, -0.2, 0.1], [-0.3, -0.2, 0.1], [0.2, -0.5, 0.2], [0.2, -0.3, -0.3], [-0.3, -0.4, -0.2], [0.3, -0.2, 0.0], [0.6, -3.0, 1.5], [-1.7, -2.9, -1.3], [0.5, -1.7, -0.1], [1.0, 0.7, -0.3], [-0.7, 0.9, 0.1]]
}

=====

(2)
{
  "formula": "C7H12O",
  "method": "ωB97M-V/def2-TZVPD",
  "spin_multiplicity": 2,
  "charge": -1,
  "de_lowest_ev": 1.9311,
  "e_homo_ev": [0.059, -2.830],
  "s_squared": 0.76,
  "molar_mass_g_mol": 112.17,
  "species": ["O", "C", "C", "C", "C", "C", "C", "C", "H", "H", "H", "H", "H", "H", "H", "H", "H", "H", "H", "H"],
  "positions_angstrom": [[0.13949, -3.12446, 2.06984], [-0.84304, 0.63363, -0.29651], [-2.20827, 0.68180, 0.40230], [0.13415, 1.59607, 0.13426], [-0.57631, -0.36373, -1.19193], [0.66427, -0.80132, -1.72754], [1.12032, 1.30156, 1.02031], [1.75130, 0.04765, -1.76419], [1.00426, 0.33153, 1.52999], [-3.04715, 0.58480, -0.35910], [0.03102, -2.37082, 1.36653], [-2.44432, 1.57032, 0.94573], [1.88332, 2.01872, 1.45737], [-1.45606, -0.88452, -1.64739], [0.12473, 2.69400, -0.20484], [-2.30108, -0.07386, 1.24339], [2.71023, -0.19117, -2.16648], [1.60618, 0.99303, -1.24813], [0.94594, -2.81284, 2.46040], [0.76100, -1.83040, -2.02402]],
  "atomic_forces_ev_per_a": [[-0.7, 2.2, -2.2], [-1.4, 0.8, 0.4], [-0.5, -0.9, -0.9], [1.6, 1.9, 1.7], [-0.9, -2.1, -0.8], [0.6, 1.2, 0.1], [-0.7, 0.5, 0.9], [-0.4, 0.1, 0.5], [0.6, 0.3, -0.4], [0.7, -0.4, 1.0], [-0.1, -2.1, 1.5], [0.3, 1.2, 0.1], [-1.0, -0.8, -0.9], [0.5, 0.0, 0.9], [-0.3, -1.2, 0.2], [0.0, 0.2, -1.1], [0.5, -0.3, -0.2], [0.7, -0.3, -0.8], [0.8, 0.0, 0.6], [-0.2, -0.3, -0.6]]
}

=====

(3)
{
  "formula": "C38H66BIrN9P",
  "method": "ωB97M-V/def2-TZVPD",
  "spin_multiplicity": 2,
  "charge": 3,
  "de_lowest_ev": 1.3753,
  "e_homo_ev": [-16.187, -16.186],
  "s_squared": 0.76,
  "molar_mass_g_mol": 883.01,
  "species": ["Ir", "P", "N", "N", "N", "N", "N", "N", "N", "N", "N", "C", "C", "C", "C", "C", "C", "C", "C", "C", "C", "C", "C", "C", "C", "C", "C", "C", "C", "C", "C", "C", "C", "C", "C", "C", "C", "C", "C", "C", "C", "C", "C", "C", "C", "C", "C", "C", "C", "B", "H", "H", "H", "H", "H", "H", "H", "H", "H", "H", "H", "H", "H", "H", "H", "H", "H", "H", "H", "H", "H", "H", "H", "H", "H", "H", "H", "H", "H", "H", "H", "H", "H", "H", "H", "H", "H", "H", "H", "H", "H", "H", "H", "H", "H", "H", "H", "H", "H", "H", "H", "H", "H", "H", "H", "H", "H", "H", "H", "H", "H", "H", "H", "H", "H", "H"],
  "positions_angstrom": [[0.21048, -0.73406, 0.31190], [2.60860, -0.69763, 0.70288], [-1.72198, 0.11443, 2.48257], [-0.50560, -0.60297, 2.44944], [-0.61526, 2.04697, 1.37534], [0.09978, -0.79012, -1.75697], [-1.87376, -1.34897, 0.12242], [0.21869, 1.57595, 0.36683], [-2.36238, 2.03416, -0.72480], [-2.83531, 1.51028, 0.34945], [0.41085, -2.78565, -0.08504], [-2.13332, 4.10754, -2.72675], [3.25033, 0.44824, 1.95431], [-2.40036, -0.21586, 3.61809], [-3.24390, 3.05851, -2.86130], [0.43018, -3.67387, 3.29351], [2.06927, 2.83302, -0.99838], [1.08655, 2.60069, 0.14653], [2.94502, 2.10355, 3.67464], [1.91032, -1.71805, 4.02215], [4.31620, 2.18878, 3.84863], [-2.36083, -1.14490, -1.26358], [1.12621, -2.97533, -1.42424], [-0.25658, 3.28184, 1.77431], [2.41114, 1.23521, 2.73303], [-1.93671, -2.73996, 0.63426], [-1.69979, -1.19578, 4.26469], [1.98269, 1.71992, -2.03554], [-5.11190, 0.90908, 1.34671], [-1.23166, -1.31923, -2.26481], [-3.45171, 2.36601, -1.56266], [0.81673, 3.65731, 1.01264], [1.69701, 4.14694, -1.71431], [-3.62992, 0.42662, 4.16505], [-4.26704, 1.44904, 0.27404], [0.27497, -2.68298, 5.55084], [-0.52485, -1.39272, 3.54866], [3.88291, -0.56241, -0.63006], [-4.62824, 1.95860, -0.94675], [-0.94779, 4.06252, 2.83836], [-4.55132, 3.71254, -3.31902], [5.16284, 1.38574, 3.09036], [3.48450, 3.05203, -0.44428], [3.21616, -2.37275, 1.22276], [1.17024, -1.67508, -2.25491], [4.63447, 0.51835, 2.15222], [0.52970, -2.35123, 4.07090], [-0.87484, -3.58085, -0.02679], [-2.80997, 1.99628, -3.89644], [-1.93767, 1.43607, 1.71393], [-1.86230, 4.47055, -3.71861], [2.13373, -3.35179, -1.25010], [-0.32283, 4.90602, 3.12322], [-1.75632, -2.67818, 1.70545], [2.79925, 1.77878, -2.75621], [4.72988, 2.86763, 4.58254], [-6.15199, 0.89093, 1.03094], [-5.63477, 2.06392, -1.31630], [3.62710, -2.89015, 0.35533], [0.19738, 0.16262, -2.10635], [2.67893, -2.46064, 4.24416], [2.11908, -1.27398, 3.06513], [4.80215, -0.97493, -0.21741], [2.32969, 4.25075, -2.59723], [3.66096, -1.16516, -1.50246], [0.17432, -1.78128, 6.15453], [-4.80660, -0.10651, 1.61122], [-0.71114, -4.51262, 0.51317], [-4.36610, 4.28842, -4.22547], [-2.43437, -0.81765, 0.78502], [1.04297, 1.79852, -2.59403], [4.08894, 0.45552, -0.93980], [-1.47305, -0.78433, -3.18140], [-1.08558, -2.35857, -2.54814], [-2.46305, 4.96146, -2.13395], [4.03727, -2.21403, 1.92156], [-1.24667, 3.68129, -2.26017], [0.77325, -3.59571, 2.25732], [-2.93424, -3.15816, 0.48634], [-1.16885, -3.85384, -1.03655], [-3.65008, 0.25160, 5.23857], [2.09856, -1.15369, -2.11622], [6.23374, 1.43495, 3.23371], [-1.82396, 1.59179, -3.64916], [5.31843, -0.09830, 1.58358], [1.02308, -3.17698, 0.62372], [2.28405, 2.71041, 4.28058], [-5.31883, 2.97354, -3.55454], [-1.90127, 4.45878, 2.48645], [-2.58908, 2.15491, 2.40504], [2.02725, 0.75358, -1.54141], [1.32802, 4.60357, 1.04712], [-2.74364, -0.13896, -1.34141], [1.98611, -0.91859, 4.75997], [-4.54011, -0.01072, 3.76014], [1.86823, 5.02210, -1.09019], [-4.93798, 4.39714, -2.56332], [-3.18229, -1.82466, -1.50221], [0.65540, 4.15324, -2.03262], [-3.53527, 1.18464, -3.98072], [2.49904, -3.00343, 1.73854], [1.33725, 1.14200, 2.63688], [-0.60005, -4.03558, 3.27955], [-0.60466, -3.31077, 5.69991], [0.60575, -3.76286, -1.96243], [-2.72768, 2.47832, -4.87126], [1.03804, -4.43881, 3.77874], [3.91529, 2.19233, 0.05254], [-1.13682, 3.45862, 3.72578], [3.46720, 3.85393, 0.29483], [1.06895, -1.87462, -3.32312], [4.15446, 3.36041, -1.24920], [1.13303, -3.24211, 5.92416], [-3.64835, 1.50136, 4.00177], [-1.97590, -1.64631, 5.20055], [-5.02842, 1.52253, 2.24438]],
  "atomic_forces_ev_per_a": [[-0.1, 1.0, 0.6], [0.5, -0.2, -0.1], [0.0, -0.2, 0.1], [-0.3, -0.3, -0.3], [0.2, -0.1, 0.0], [-0.5, -0.2, -0.1], [0.2, 0.3, -0.2], [-0.2, -0.2, 0.8], [0.0, 0.1, 0.0], [-0.3, -0.2, 0.0], [0.1, -0.2, -0.4], [0.0, 0.0, 0.0], [0.0, 0.1, -0.1], [0.0, 0.0, -0.1], [0.0, 0.0, 0.0], [0.1, 0.0, 0.0], [-0.1, -0.1, 0.0], [-0.1, 0.2, -0.6], [-0.1, 0.0, 0.0], [0.1, -0.1, 0.0], [0.1, 0.0, 0.0], [0.2, -0.2, 0.0], [-0.1, 0.0, 0.0], [0.1, 0.0, -0.1], [-0.1, 0.0, 0.0], [0.0, -0.1, 0.1], [0.0, 0.1, 0.0], [0.1, -0.1, 0.1], [0.0, 0.0, 0.0], [0.1, 0.1, 0.1], [0.0, 0.0, 0.2], [0.0, -0.1, 0.0], [-0.1, 0.0, 0.0], [0.0, 0.0, 0.1], [0.3, 0.0, -0.2], [-0.1, -0.1, 0.0], [0.1, 0.0, 0.2], [0.0, 0.2, 0.1], [-0.1, 0.0, 0.0], [0.0, 0.0, 0.0], [0.0, 0.0, 0.0], [0.0, 0.1, 0.1], [0.0, 0.0, 0.0], [-0.2, 0.0, 0.0], [-0.1, -0.2, 0.2], [0.0, 0.0, -0.1], [0.0, -0.1, -0.1], [0.0, 0.2, 0.0], [0.1, -0.1, 0.0], [0.1, 0.2, 0.1], [0.0, 0.0, 0.0], [0.0, 0.1, 0.1], [0.0, 0.0, 0.0], [0.0, 0.0, 0.0], [0.0, 0.0, 0.0], [0.0, 0.0, 0.0], [0.0, 0.0, 0.0], [0.0, 0.0, 0.0], [-0.1, 0.0, 0.0], [0.3, -0.1, 0.0], [0.0, 0.0, 0.0], [0.0, 0.0, 0.0], [0.0, 0.0, 0.1], [0.0, 0.0, 0.0], [0.1, -0.1, 0.0], [0.0, 0.0, 0.0], [0.0, 0.0, 0.0], [0.0, 0.0, 0.1], [0.0, 0.0, 0.0], [0.0, 0.2, -0.3], [0.0, 0.1, 0.0], [-0.1, 0.0, 0.0], [0.0, 0.0, -0.1], [0.0, 0.0, 0.1], [0.0, 0.0, 0.0], [0.0, 0.0, 0.0], [0.0, 0.0, 0.0], [-0.1, 0.0, 0.3], [0.0, -0.1, -0.1], [0.0, 0.0, 0.0], [0.0, 0.0, 0.0], [0.1, 0.1, -0.1], [0.0, 0.0, 0.0], [0.0, 0.0, 0.0], [0.0, 0.0, 0.0], [0.0, 0.0, -0.1], [0.0, 0.0, 0.0], [0.0, 0.0, 0.0], [0.0, 0.0, 0.0], [0.1, 0.0, 0.1], [0.0, 0.0, -0.1], [0.0, 0.0, 0.0], [0.0, 0.1, 0.0], [0.0, 0.0, 0.0], [0.0, 0.0, 0.0], [0.0, 0.0, 0.0], [0.0, 0.0, 0.0], [0.0, -0.1, 0.0], [0.1, 0.0, 0.0], [0.0, 0.0, 0.0], [0.1, 0.0, 0.0], [0.0, 0.1, 0.0], [0.0, 0.0, 0.0], [0.0, 0.0, 0.0], [0.0, 0.0, 0.0], [0.0, 0.0, 0.0], [0.0, 0.0, 0.0], [0.0, -0.2, 0.1], [0.0, 0.0, 0.0], [0.0, 0.0, 0.0], [-0.1, -0.1, 0.0], [0.0, 0.0, 0.0], [0.0, 0.0, 0.0], [0.0, 0.0, 0.0], [0.0, 0.0, 0.0], [0.0, 0.0, 0.0]]
}

=====

(4)
{
  "formula": "C21H22N4O3S",
  "method": "ωB97M-V/def2-TZVPD",
  "smiles": "COc1ccc(CNC(=O)CCCn2nc(C)n3c(cc4sccc43)c2=O)cc1",
  "spin_multiplicity": 1,
  "charge": 0,
  "de_lowest_ev": 2.1165,
  "e_homo_ev": -8.196,
  "molar_mass_g_mol": 410.50,
  "species": ["S", "O", "O", "O", "N", "N", "N", "N", "C", "C", "C", "C", "C", "C", "C", "C", "C", "C", "C", "C", "C", "C", "C", "C", "C", "C", "C", "C", "C", "H", "H", "H", "H", "H", "H", "H", "H", "H", "H", "H", "H", "H", "H", "H", "H", "H", "H", "H", "H", "H", "H"],
  "positions_angstrom": [[-3.74136, 4.81171, 0.17227], [-0.97717, -0.43435, -0.36457], [3.64836, -1.84371, -4.06044], [0.28017, -4.59599, 1.65497], [-0.74110, -3.24480, 0.15690], [0.97107, 1.35780, 1.95141], [-0.78455, 2.73142, 1.33541], [0.52482, 0.38167, 1.13645], [-2.63149, 3.50361, 0.34420], [2.69844, -2.43542, -3.27879], [0.89981, 3.51807, 2.97117], [-2.42556, 2.20983, -0.15029], [0.59336, -3.56628, -1.82943], [0.36164, 2.47462, 2.05652], [-1.73595, 5.10518, 1.81721], [1.90982, -3.75651, -1.43611], [1.37529, -2.23275, -3.67244], [5.00160, -2.03415, -3.73115], [-0.60061, 0.48112, 0.35498], [-0.30128, -2.37726, 2.36491], [1.05346, -1.66195, 2.41001], [-1.28251, 1.75152, 0.47212], [-0.52864, -4.11356, -0.98627], [-1.61273, 3.81299, 1.25986], [-2.82919, 5.73888, 1.31981], [1.33664, -0.82138, 1.16246], [-0.22250, -3.52642, 1.36580], [0.33901, -2.78839, -2.95287], [2.95944, -3.20164, -2.14850], [0.16361, 3.76700, 3.73392], [1.09946, -1.00438, 3.28137], [5.23934, -1.62027, -2.74530], [2.11724, -4.34649, -0.55524], [5.27724, -3.09357, -3.75559], [-1.07338, 5.54984, 2.53540], [-0.27354, -5.10050, -0.59235], [-1.45511, -4.17303, -1.56305], [-1.00556, -2.28920, -0.06387], [-0.51015, -2.80054, 3.34818], [1.83781, -2.41379, 2.50922], [1.14199, 4.42045, 2.41185], [-1.09921, -1.68376, 2.09952], [-3.01236, 1.66658, -0.86112], [5.56853, -1.49823, -4.49108], [3.97004, -3.37568, -1.81347], [-0.68023, -2.61560, -3.26463], [1.18832, -1.63124, -4.54798], [-3.17066, 6.72593, 1.56117], [2.38092, -0.50060, 1.17040], [1.79759, 3.13732, 3.44726], [1.13564, -1.38236, 0.24841]],
  "atomic_forces_ev_per_a": [[0.3, -0.1, 0.2], [-0.2, 0.1, -0.2], [-0.3, 0.0, 0.0], [0.4, -0.3, 0.1], [-0.3, 0.0, -0.4], [0.4, 0.5, 0.6], [-0.1, -0.5, -0.3], [-0.5, 0.0, -0.5], [0.3, 0.4, 0.4], [-0.2, 0.0, 0.0], [-0.1, 0.0, -0.1], [0.5, -0.4, 0.2], [0.0, -0.1, 0.0], [0.3, -0.2, 0.2], [0.0, 0.4, 0.2], [-0.2, 0.0, -0.1], [0.2, 0.1, -0.1], [0.2, 0.0, 0.1], [0.4, -0.1, 0.2], [0.3, -0.2, 0.0], [-0.1, 0.1, -0.2], [-0.6, 0.2, -0.3], [0.1, -0.1, 0.1], [-0.8, 0.0, -0.6], [-0.1, -0.2, -0.1], [0.2, -0.4, 0.2], [-0.5, 0.5, 0.3], [0.2, -0.1, 0.1], [0.3, 0.1, -0.1], [0.0, 0.1, 0.1], [0.1, 0.0, 0.0], [0.0, 0.0, 0.0], [0.0, -0.1, 0.1], [0.0, 0.0, 0.0], [0.1, 0.1, 0.1], [-0.1, 0.1, -0.1], [0.1, -0.1, 0.0], [0.1, 0.0, 0.2], [-0.1, 0.0, -0.1], [0.0, 0.0, 0.1], [0.0, 0.1, 0.0], [-0.1, 0.0, 0.0], [-0.1, -0.2, -0.1], [0.0, -0.1, 0.1], [0.1, 0.0, 0.0], [-0.1, 0.0, 0.0], [0.0, 0.1, -0.1], [0.0, 0.2, 0.1], [-0.1, 0.0, -0.1], [0.0, 0.0, 0.0], [0.1, 0.1, 0.0]]
}

=====

(5)
{
  "formula": "C2H7NO2",
  "method": "ωB97M-V/def2-TZVPD",
  "smiles": "NC=O.CO",
  "spin_multiplicity": 1,
  "charge": 0,
  "de_lowest_ev": 1.6813,
  "e_homo_ev": -9.672,
  "molar_mass_g_mol": 77.08,
  "species": ["O", "O", "N", "C", "C", "H", "H", "H", "H", "H", "H", "H"],
  "positions_angstrom": [[-1.06483, 0.89939, -0.59578], [2.67886, -2.43836, 0.27556], [1.70319, -0.63329, -0.63193], [-1.85264, 1.24785, 0.57442], [1.96570, -1.45385, 0.37746], [-2.86056, 0.86604, 0.39400], [1.91585, -1.07268, -1.48206], [1.34192, -1.34393, 1.26754], [0.72415, -0.23475, -0.81414], [-1.82962, 2.27782, 0.77782], [-1.37648, 1.28356, -1.40465], [-1.34555, 0.60220, 1.26177]],
  "atomic_forces_ev_per_a": [[0.5, 0.0, 0.3], [0.3, 0.7, 0.2], [-2.8, 2.2, -1.5], [0.3, -2.3, -2.1], [-0.7, -2.6, 0.8], [-0.1, 0.3, 0.4], [1.2, -0.6, -1.4], [0.2, 0.6, 0.5], [1.7, -0.3, 1.5], [0.1, 1.3, 0.5], [-0.5, 0.5, -0.4], [-0.2, 0.2, 1.2]]
}

=====

(6)
{
  "formula": "C2H2FNP2",
  "method": "ωB97M-V/def2-TZVPD",
  "smiles": "[H]/P=N/P(F)C#C",
  "spin_multiplicity": 1,
  "charge": 0,
  "de_lowest_ev": 0.1743,
  "e_homo_ev": -8.941,
  "molar_mass_g_mol": 120.99,
  "species": ["P", "P", "F", "N", "C", "C", "H", "H"],
  "positions_angstrom": [[-1.35487, -0.10837, -0.52713], [0.60415, -2.43566, -0.20141], [-1.93833, 0.29248, 0.94207], [-0.31715, -1.18847, 0.20070], [0.64886, 1.96523, -0.46522], [-0.22726, 1.16856, -0.65695], [1.18973, -2.51475, 1.02419], [1.39487, 2.82097, -0.31625]],
  "atomic_forces_ev_per_a": [[-1.9, -1.3, 1.0], [-1.7, 1.9, -0.9], [-0.7, 0.6, -0.6], [2.1, -2.0, -0.8], [1.7, 2.5, 0.1], [1.4, 0.8, 0.1], [0.7, -0.6, 1.4], [-1.6, -2.0, -0.4]]
}

=====

(7)
{
  "formula": "C11H11N",
  "method": "ωB97M-V/def2-TZVPD",
  "spin_multiplicity": 1,
  "charge": 0,
  "de_lowest_ev": 3.5424,
  "e_homo_ev": -7.571,
  "molar_mass_g_mol": 157.22,
  "species": ["N", "C", "C", "C", "C", "C", "C", "C", "C", "C", "C", "C", "H", "H", "H", "H", "H", "H", "H", "H", "H", "H", "H"],
  "positions_angstrom": [[0.15493, 1.82941, -0.42007], [2.27022, 0.90210, 0.36758], [-3.13539, 0.47774, 0.46397], [-2.15595, 1.39511, 0.26910], [-1.73035, -1.21272, -0.57895], [2.34205, -0.28249, 0.83123], [0.69089, -0.68173, -0.93276], [1.41991, 1.14767, -0.80874], [-2.93405, -0.84184, 0.09544], [1.62100, -1.33819, 0.05565], [-0.67869, -0.30625, -0.39703], [-0.91546, 1.04148, -0.04986], [0.77627, -0.88106, -1.97154], [-2.31571, 2.40856, 0.52786], [1.25164, -2.01205, 0.89746], [1.66942, 1.32592, -1.89037], [-3.91017, -1.36100, 0.06715], [-1.62128, -2.19662, -0.95853], [-4.02288, 0.97739, 0.57850], [0.33286, 2.74207, -0.05430], [2.94501, -0.48528, 1.67592], [2.71134, 1.85035, 0.78835], [2.28631, -1.90159, -0.59758]],
  "atomic_forces_ev_per_a": [[1.6, 0.5, -0.7], [0.7, 5.2, -1.5], [1.6, -1.0, -1.1], [-0.1, 1.7, 1.6], [-1.0, 1.7, 3.3], [0.6, -2.1, 0.2], [0.2, 5.0, 2.4], [-3.9, -3.7, -1.1], [-1.6, 0.0, -1.4], [0.3, -1.3, 0.7], [0.0, -1.7, -2.1], [3.0, -2.1, -1.8], [-0.1, -0.8, -0.7], [-0.5, 1.1, 0.0], [-0.4, 0.3, -1.7], [0.6, 0.4, 1.5], [1.1, -0.6, -0.1], [0.3, -0.7, -0.4], [-2.7, 0.0, 1.0], [-0.5, 0.4, 0.4], [0.3, -0.5, 0.9], [-0.1, -1.4, 0.0], [0.6, -0.4, 0.6]]
}